1.
{
  "formula": "C53H34F15GeIN4O5STeTi",
  "method": "ωB97M-V/def2-TZVPD",
  "elements": ["Ti", "O", "C", "O", "C", "C", "C", "C", "C", "N", "C", "O", "O", "H", "H", "H", "H", "C", "C", "C", "C", "C", "C", "Te", "N", "C", "O", "C", "C", "C", "C", "C", "C", "C", "C", "C", "C", "C", "C", "C", "C", "C", "C", "C", "C", "H", "H", "H", "H", "H", "H", "H", "H", "H", "H", "H", "H", "H", "H", "H", "H", "H", "H", "H", "H", "H", "H", "H", "H", "H", "H", "H", "I", "C", "C", "N", "N", "C", "H", "H", "H", "F", "C", "C", "C", "F", "C", "F", "C", "F", "C", "F", "Ge", "S", "C", "C", "F", "C", "F", "C", "F", "C", "F", "C", "F", "C", "C", "F", "C", "F", "C", "F", "C", "F", "C", "F"],
  "coordinates": [[0.5853, -0.3011, 1.4313], [-1.8007, -2.1656, 3.9915], [-1.2045, -1.1747, 3.2407], [-0.5213, -1.6345, 2.1527], [-0.2767, -0.2994, 4.1243], [-0.4248, 0.1165, 5.4201], [0.5141, 1.1195, 5.8811], [1.4261, 1.6960, 5.0430], [1.5062, 1.2507, 3.6989], [0.6833, 0.1969, 3.3472], [2.2018, 1.7736, 2.5538], [3.0179, 2.7123, 2.5347], [1.8737, 1.1178, 1.4096], [-2.4277, -2.6124, 3.4076], [-1.2091, -0.2741, 6.0522], [0.4602, 1.4523, 6.9113], [2.0704, 2.4987, 5.3792], [0.5424, 5.0788, -6.4348], [0.4111, 4.2907, -5.1556], [0.9400, 4.7584, -3.9647], [0.8008, 4.0473, -2.7715], [1.4095, 4.6488, -1.5207], [0.0908, 2.8457, -2.7773], [-0.2445, 1.8317, -0.8965], [-0.9156, 0.9596, 1.3810], [-1.9661, 0.8280, 2.0679], [-2.3073, -0.2923, 2.7965], [-3.0574, 1.8562, 2.1540], [-2.7730, 3.1818, 1.8575], [-3.7665, 4.1489, 1.9172], [-5.0625, 3.7960, 2.2703], [-5.3522, 2.4734, 2.5784], [-4.3511, 1.5097, 2.5299], [-2.3409, 1.8342, -1.2257], [-3.0697, 0.6405, -1.1166], [-2.4431, -0.7227, -0.9751], [-4.4584, 0.7115, -1.1309], [-5.1381, 1.9149, -1.2412], [-6.6415, 1.9756, -1.1655], [-4.3900, 3.0734, -1.3797], [-2.9997, 3.0647, -1.3627], [-2.3067, 4.4052, -1.4692], [-0.3959, 2.3176, -3.9850], [-1.0743, 0.9674, -4.0725], [-0.2339, 3.0558, -5.1493], [1.0124, 6.0456, -6.2559], [-0.4358, 5.2534, -6.8874], [1.1470, 4.5390, -7.1673], [1.4774, 5.7033, -3.9543], [2.3901, 5.0714, -1.7426], [1.5473, 3.9307, -0.7123], [0.7845, 5.4601, -1.1331], [-1.7538, 3.4478, 1.6039], [-3.5260, 5.1824, 1.6940], [-5.8397, 4.5500, 2.3160], [-6.3571, 2.1918, 2.8726], [-4.5677, 0.4775, 2.7733], [-1.5470, -0.8388, -1.5837], [-3.1559, -1.4939, -1.2698], [-2.1475, -0.9248, 0.0562], [-5.0219, -0.2115, -1.0333], [-7.0832, 0.9801, -1.2287], [-7.0559, 2.5907, -1.9676], [-6.9498, 2.4216, -0.2148], [-4.9010, 4.0284, -1.4651], [-2.9796, 5.1938, -1.1299], [-2.0157, 4.6189, -2.5005], [-1.4008, 4.4593, -0.8635], [-0.5928, 0.2332, -3.4225], [-1.0273, 0.5852, -5.0921], [-2.1252, 1.0299, -3.7828], [-0.6167, 2.6515, -6.0834], [8.3269, -0.7999, 0.7131], [6.4355, -0.0203, 0.5159], [5.8867, 1.0290, 1.2163], [4.6465, 1.1949, 0.7245], [4.3346, 0.3091, -0.2286], [5.4248, -0.4326, -0.3736], [6.2674, 1.6317, 2.0249], [3.9488, 1.8500, 1.0871], [5.4517, -1.2348, -1.0977], [4.6011, -4.3436, -1.0434], [4.5574, -3.7242, 0.1525], [3.4324, -3.0404, 0.5583], [3.5429, -2.3670, 1.7589], [2.4997, -1.6598, 2.2419], [4.6642, -2.4113, 2.5617], [4.7169, -1.7623, 3.7215], [5.7391, -3.1693, 2.1470], [6.8140, -3.2813, 2.9251], [5.6955, -3.8176, 0.9341], [6.7461, -4.5380, 0.5293], [1.6468, -3.0706, -0.2943], [1.1841, -1.0460, -0.8745], [0.5158, -4.0498, 1.0073], [-0.8091, -4.1897, 0.6306], [-1.2576, -3.6051, -0.4936], [-1.7337, -4.9094, 1.3593], [-3.0122, -4.9969, 0.9711], [-1.3246, -5.5354, 2.5167], [-2.1992, -6.2343, 3.2436], [-0.0135, -5.4368, 2.9193], [0.3810, -6.0507, 4.0380], [0.8860, -4.7038, 2.1608], [2.1408, -4.6687, 2.6311], [1.6319, -4.4630, -1.6996], [1.1280, -4.2661, -2.9710], [0.6593, -3.0787, -3.3622], [1.0739, -5.2841, -3.9121], [0.5829, -5.0622, -5.1351], [1.5338, -6.5369, -3.5804], [1.4891, -7.5247, -4.4765], [2.0386, -6.7747, -2.3208], [2.4855, -7.9935, -2.0052], [2.0651, -5.7411, -1.4022], [2.5369, -6.0403, -0.1827]],
  "lowdin_spin": [0.85, 0.00, 0.00, 0.00, 0.03, 0.15, 0.10, 0.05, 0.21, 0.17, 0.12, 0.13, 0.02, 0.00, 0.01, 0.00, 0.00, 0.00, 0.01, 0.00, 0.01, 0.02, 0.05, 0.58, 0.07, 0.06, 0.03, 0.00, 0.01, 0.00, 0.01, 0.00, 0.01, 0.04, 0.01, 0.01, 0.00, 0.01, 0.00, 0.00, 0.02, 0.02, 0.02, 0.01, 0.00, 0.00, 0.00, 0.00, 0.00, 0.00, 0.01, 0.00, 0.00, 0.00, 0.00, 0.00, 0.00, 0.00, 0.00, 0.00, 0.00, 0.00, 0.00, 0.00, 0.00, 0.00, 0.00, 0.01, 0.01, 0.00, 0.00, 0.00, 0.00, 0.00, 0.00, 0.00, 0.00, 0.00, 0.00, 0.00, 0.00, 0.00, 0.00, 0.01, 0.00, 0.01, 0.00, 0.00, 0.00, 0.00, 0.00, 0.00, 0.02, 0.08, 0.00, 0.00, 0.00, 0.00, 0.00, 0.00, 0.00, 0.00, 0.00, 0.00, 0.00, 0.00, 0.00, 0.00, 0.00, 0.00, 0.00, 0.00, 0.00, 0.00, 0.00, 0.00],
  "gap_ev": [4.30, 5.65],
  "s_squared": 3.77,
  "max_force_ev_per_a": 2.30,
  "spin_multiplicity": 4,
  "e_lumo_ev": [1.854, -0.528],
  "total_charge": -1,
  "homo_ev": [-2.443, -6.180]
}

=====

2.
{
  "formula": "C53H40BrMgN5O5",
  "method": "ωB97M-V/def2-TZVPD",
  "elements": ["Mg", "C", "O", "C", "C", "C", "C", "C", "C", "C", "C", "C", "C", "C", "N", "C", "C", "C", "C", "C", "C", "C", "C", "C", "C", "O", "C", "C", "C", "C", "N", "C", "C", "C", "C", "C", "C", "O", "C", "C", "C", "C", "C", "C", "C", "N", "C", "C", "N", "C", "C", "C", "C", "O", "C", "C", "C", "H", "H", "H", "H", "H", "H", "H", "H", "H", "H", "H", "H", "H", "H", "H", "H", "H", "H", "H", "H", "H", "H", "H", "H", "H", "H", "H", "H", "H", "H", "H", "H", "H", "H", "H", "H", "O", "C", "C", "C", "N", "C", "Br", "C", "H", "H", "H", "H"],
  "coordinates": [[-0.2913, -0.1318, 0.0917], [9.1793, -2.5581, 0.8731], [8.2855, -2.9870, -0.1098], [7.0418, -2.4366, -0.2538], [6.1563, -3.0799, -1.1018], [4.8731, -2.6160, -1.2503], [4.4490, -1.5131, -0.5469], [5.3294, -0.8498, 0.3073], [6.6354, -1.3129, 0.4596], [3.0141, -1.1495, -0.4553], [2.4196, -0.4990, -1.5949], [2.8546, -0.3841, -2.8657], [1.9054, 0.4533, -3.6143], [0.9827, 0.9011, -2.5084], [1.2438, 0.3376, -1.3617], [-0.1418, 1.8557, -2.7915], [-1.0130, 2.2192, -1.5791], [-1.6436, 3.4820, -1.3770], [-2.5207, 3.2561, -0.3395], [-2.3715, 1.9277, 0.0783], [-3.1997, 1.2296, 0.9874], [-4.5418, 1.8333, 1.2858], [-5.0076, 1.9678, 2.6117], [-6.2607, 2.4294, 2.8613], [-7.0876, 2.8593, 1.8606], [-8.3234, 3.3283, 2.0400], [-9.0632, 3.0823, 3.2600], [-6.6481, 2.7828, 0.5440], [-5.4208, 2.2712, 0.2609], [-2.9215, -0.0042, 1.6089], [-1.6462, -0.5497, 1.5379], [-1.7026, -1.6664, 2.2417], [-0.5483, -2.4863, 2.5580], [-0.7643, -3.7887, 3.3013], [-0.7150, -4.9809, 2.6247], [-0.9239, -6.2126, 3.2116], [-1.1577, -6.2530, 4.5666], [-1.3002, -7.4992, 5.1204], [-1.4130, -7.6676, 6.5485], [-1.2648, -5.0497, 5.3271], [-1.0731, -3.8620, 4.6897], [0.6903, -2.2527, 1.9918], [1.8770, -2.9739, 2.4269], [2.9214, -2.5201, 1.7179], [2.3501, -1.5949, 0.6940], [1.0051, -1.4456, 0.9310], [-3.0059, -1.9161, 2.7677], [-3.7865, -0.8601, 2.3629], [-1.4319, 1.2966, -0.7144], [0.4777, 3.2151, -3.2050], [1.5873, 3.6708, -2.4921], [2.1007, 4.9062, -2.6755], [1.4959, 5.7728, -3.5958], [1.8537, 7.0900, -3.7424], [2.7831, 7.6387, -2.8683], [0.3784, 5.3298, -4.3191], [-0.1550, 4.0810, -4.0493], [9.9822, -3.2622, 0.9638], [8.6843, -2.4251, 1.8642], [9.6405, -1.5903, 0.5749], [6.4819, -3.8720, -1.7318], [4.2278, -3.1339, -1.9961], [5.0102, 0.0252, 0.8358], [7.3602, -0.8695, 1.1727], [3.6241, -0.8438, -3.3794], [2.3332, 1.4113, -4.0244], [-1.4715, 4.4155, -1.9032], [-3.3054, 3.9212, 0.0737], [-4.3513, 1.6242, 3.4147], [-6.6250, 2.2972, 3.8517], [-9.9819, 3.5717, 3.1576], [-8.4920, 3.4840, 4.1103], [-9.1447, 1.9726, 3.4567], [-7.3520, 3.0757, -0.2087], [-5.0624, 2.1531, -0.7794], [-0.5742, -4.9622, 1.5468], [-0.9009, -7.1431, 2.6643], [-1.6551, -8.7284, 6.8266], [-2.1300, -6.9636, 6.9812], [-0.4548, -7.5048, 7.0249], [-1.4269, -5.1480, 6.3874], [-1.1310, -2.9452, 5.1883], [1.9053, -3.6134, 3.3018], [3.9616, -2.6536, 1.8254], [-3.2834, -2.7182, 3.4116], [-4.8600, -0.7011, 2.4735], [2.0522, 3.0370, -1.7535], [2.9130, 5.2614, -2.0586], [2.8133, 8.6725, -3.1857], [3.7430, 7.1692, -3.0076], [2.4375, 7.6107, -1.8292], [-0.1309, 6.0111, -4.9964], [-1.0985, 3.7829, -4.5015], [1.1645, 0.8764, -6.9181], [0.4954, 0.6626, -5.7279], [1.0973, -0.3218, -4.6991], [-0.0975, -0.9863, -4.0240], [-1.0422, -0.3003, -3.5245], [-0.9816, 1.1239, -3.9107], [-2.7973, 1.7361, -4.0104], [-0.4755, 1.4420, -5.3059], [1.6966, 0.1042, -7.0710], [1.6663, -1.0628, -5.2742], [-0.0919, -2.0499, -3.7946], [-0.9187, 2.2415, -5.8302]],
  "mulliken_charge": [0.59, -0.81, -0.46, 0.92, -0.92, 0.22, -1.00, -0.48, -0.58, 1.31, -0.71, -1.50, 0.70, -1.66, -0.57, 2.87, -0.60, -0.71, -1.22, 0.08, 1.52, -0.53, -0.86, -0.37, 0.88, -0.48, -0.78, -0.67, -0.54, 0.15, -0.41, 0.73, 0.45, -0.67, 0.26, -0.94, 0.97, -0.46, -0.78, -0.63, -0.51, 0.29, -1.35, -1.23, 0.35, 0.46, -1.25, -1.27, -0.12, -0.39, -0.08, -1.13, 0.63, -0.45, -0.87, -1.46, 0.28, 0.25, 0.32, 0.32, 0.43, 0.38, 0.50, 0.33, 0.80, 0.77, 0.54, 0.54, 0.55, 0.36, 0.28, 0.30, 0.31, 0.45, 0.53, 0.47, 0.43, 0.23, 0.28, 0.35, 0.31, 0.58, 0.48, 0.53, 0.56, 0.53, 0.40, 0.45, 0.26, 0.33, 0.36, 0.41, 0.55, -0.55, -0.75, -0.02, -0.82, -0.61, 1.05, -0.06, -0.31, 0.34, 0.87, 0.48, 0.71],
  "gap_ev": [5.32, 5.32],
  "max_force_ev_per_a": 3.29,
  "spin_multiplicity": 1,
  "e_lumo_ev": [-0.728, -0.728],
  "homo_ev": [-6.053, -6.051]
}